C2H7NO | wB97M-V/def2-TZVPD

Last column: natural (NBO) charge in e.
Element x y z (Å)
C (-1.1341, -1.1700, 1.9368)  -0.467
C (-0.2641, -1.8247, -0.1047)  -0.044
N (-0.2764, -0.9504, 0.8385)  -0.386
H (-0.9732, -0.3991, 2.7437)  0.208
H (-2.1363, -1.4534, 1.8053)  0.199
H (-0.7738, -2.0388, 2.6071)  0.198
H (0.3493, -1.8803, -0.9155)  0.168
H (-0.9932, -2.5914, -0.0769)  0.124
H (2.0685, 4.8143, -2.6509)  0.463
H (1.9090, 3.3109, -2.8922)  0.471
O (2.2242, 4.1829, -3.2912)  -0.934

For the relative energy (zero: lowest compared OMol25 entry of this formula, charge and spin), the calculation gives 45.3 kcal per mole. The electronic energy comes out at -5723.2779 eV. Its LUMO energy is 1.0 eV. The calculation puts the max |F| at 0.0894 Eh/bohr. The structure (SMILES) is C=NC.O. The total charge is 0.

C28H31BGeN7V | wB97M-V/def2-TZVPD

Last column: natural (NBO) charge in e.
Element x y z (Å)
V (-0.2970, 0.0196, 0.3180)  1.387
C (-2.2292, -2.7340, 2.7358)  -0.348
C (-1.5230, -2.3462, 1.5958)  -0.010
N (-1.3695, -1.0270, 1.5796)  -0.354
N (-1.9435, -0.5446, 2.6826)  -0.310
C (-2.4856, -1.5531, 3.3954)  -0.019
B (-2.0390, 0.9504, 2.9962)  0.554
N (-0.6506, 1.6055, 2.9268)  -0.307
C (0.0207, 2.2312, 3.9087)  -0.017
C (1.1322, 2.8308, 3.3569)  -0.345
C (1.0550, 2.5068, 2.0002)  -0.014
N (-0.0164, 1.7671, 1.7701)  -0.307
N (-2.9429, 1.5589, 1.9135)  -0.302
C (-4.1286, 2.1656, 2.0930)  -0.027
C (-4.7265, 2.3146, 0.8602)  -0.367
C (-3.8029, 1.7573, -0.0307)  -0.045
N (-2.7422, 1.3088, 0.6201)  -0.281
H (-2.4934, -3.7264, 3.0462)  0.219
H (-1.1147, -2.9580, 0.8139)  0.233
H (-3.0127, -1.3729, 4.3111)  0.212
H (-2.5197, 1.1122, 4.0725)  -0.046
H (-0.3141, 2.2077, 4.9273)  0.210
H (1.8788, 3.4159, 3.8582)  0.218
H (1.7144, 2.8005, 1.2027)  0.221
H (-4.4567, 2.4604, 3.0709)  0.209
H (-5.6876, 2.7397, 0.6400)  0.216
H (-3.8786, 1.6631, -1.0993)  0.206
C (2.7792, -1.3456, 3.0597)  -0.232
C (3.8667, -0.6613, 2.5362)  -0.248
C (3.7338, -0.0021, 1.3293)  -0.221
C (2.5102, -0.0171, 0.6615)  -0.034
C (1.3711, -0.6533, 1.2011)  -0.416
C (1.5570, -1.3351, 2.4026)  -0.232
C (2.2728, 0.6540, -0.6023)  0.109
C (3.2807, 1.0034, -1.5039)  -0.187
C (2.9667, 1.5767, -2.7152)  -0.257
C (1.6172, 1.8852, -2.9800)  -0.103
C (1.2049, 2.5143, -4.1654)  -0.203
C (-0.1044, 2.8935, -4.3438)  -0.242
C (-1.0333, 2.6705, -3.3283)  -0.244
C (-0.6701, 2.0080, -2.1733)  -0.181
C (0.6476, 1.5638, -1.9857)  0.233
N (0.9630, 0.8717, -0.8618)  -0.655
H (2.8837, -1.8729, 4.0015)  0.191
H (4.8030, -0.6333, 3.0805)  0.193
H (4.5724, 0.5505, 0.9222)  0.191
H (0.7362, -1.8695, 2.8703)  0.192
H (4.3087, 0.7865, -1.2560)  0.201
H (3.7266, 1.8004, -3.4517)  0.196
H (1.9462, 2.7051, -4.9298)  0.195
H (-0.4030, 3.3916, -5.2574)  0.198
H (-2.0523, 3.0114, -3.4580)  0.200
H (-1.3807, 1.8382, -1.3720)  0.206
C (0.9458, -3.8681, -0.8794)  -1.085
Ge (0.0694, -2.5746, -2.1212)  1.608
C (1.4773, -1.7594, -3.2729)  -1.079
C (-0.9452, -3.7817, -3.3999)  -1.072
C (-1.0043, -1.2035, -1.2401)  -1.383
H (1.6907, -4.4524, -1.4113)  0.216
H (0.2122, -4.5547, -0.4644)  0.208
H (1.4268, -3.3378, -0.0628)  0.239
H (1.9746, -2.5017, -3.8914)  0.211
H (2.2231, -1.2606, -2.6635)  0.230
H (1.0272, -1.0178, -3.9286)  0.224
H (-0.2807, -4.5065, -3.8643)  0.207
H (-1.4104, -3.1985, -4.1899)  0.213
H (-1.7261, -4.3278, -2.8770)  0.209
H (-1.9608, -1.6502, -0.9367)  0.209
H (-1.2504, -0.4932, -2.0424)  0.211

For the relative energy (zero: lowest compared OMol25 entry of this formula, charge and spin), the calculation gives 22.7 kcal per mole. The electronic energy comes out at -122853.1946 eV. Its LUMO energy (spin up / spin down) is 2.8 / 2.8 eV. The calculation puts the max |F| at 0.0410 Eh/bohr. The total charge is -1. As for the spin multiplicity: 4.

C22H46AlBBrN8O2 | wB97M-V/def2-TZVPD

Last column: Mulliken charge in e.
Element x y z (Å)
N (-1.5689, -0.8614, -1.3129)  -0.418
C (-0.3293, -0.1997, -1.6826)  0.369
N (-0.5303, 1.0852, -2.4231)  -0.711
N (0.3471, 0.1379, -0.4125)  -0.191
C (0.5526, -1.1153, -2.5199)  -0.897
Al (0.9143, -3.0371, -2.0104)  -0.017
Br (-0.9229, -4.3602, -1.2131)  -0.539
B (2.5133, -3.0923, -0.5296)  0.252
O (3.8059, -3.5216, -0.8159)  -0.421
O (2.3815, -2.7595, 0.8339)  -0.331
H (-2.1178, -0.2993, -0.6677)  0.229
H (-2.1266, -1.0167, -2.1452)  0.071
H (-1.3230, 1.5808, -2.0193)  0.206
H (-0.7768, 0.8605, -3.3825)  0.340
H (1.0975, 0.7691, -0.6820)  0.292
H (-0.3072, 0.7100, 0.1189)  -0.055
H (0.2345, -1.0835, -3.5710)  0.420
H (1.5538, -0.6533, -2.4974)  0.207
H (1.4257, -3.7911, -3.3646)  -0.329
H (3.8605, -3.7220, -1.7566)  0.255
H (2.0039, -1.8730, 0.8703)  0.181
C (7.1786, -1.7082, -1.3234)  -1.045
C (6.9061, -0.5016, -2.2117)  -0.507
C (5.5029, -0.5415, -2.8249)  -0.018
C (5.2880, -1.7259, -3.6538)  0.183
N (5.0823, -2.6817, -4.2615)  -0.510
H (7.1307, -2.6336, -1.8986)  0.337
H (8.1680, -1.6415, -0.8690)  0.337
H (6.4385, -1.7848, -0.5251)  0.246
H (7.6463, -0.4443, -3.0133)  0.297
H (6.9904, 0.4217, -1.6345)  0.297
H (5.3062, 0.3404, -3.4369)  0.339
H (4.7473, -0.5685, -2.0350)  0.076
C (-5.2650, 0.5339, -2.8991)  -0.599
C (-4.6768, 1.2771, -4.0892)  -0.363
C (-4.3609, 0.3366, -5.2611)  -0.575
C (-3.4361, -0.7081, -4.8229)  0.305
N (-2.7879, -1.5269, -4.3433)  -0.395
H (-4.5563, -0.2078, -2.5275)  0.270
H (-5.4796, 1.2293, -2.0900)  -0.191
H (-6.1880, 0.0119, -3.1632)  0.349
H (-3.7551, 1.7749, -3.7815)  0.176
H (-5.3551, 2.0568, -4.4405)  0.359
H (-3.9168, 0.8832, -6.0943)  0.294
H (-5.2668, -0.1506, -5.6298)  0.310
C (1.0826, 1.7735, 4.2233)  -1.050
C (0.7190, 2.8994, 3.2685)  -0.479
C (-0.7864, 3.0352, 3.0265)  -0.551
C (-1.3754, 1.8511, 2.4029)  0.319
N (-1.8439, 0.9238, 1.9110)  -0.475
H (0.7755, 0.8042, 3.8270)  0.324
H (2.1597, 1.7432, 4.3881)  0.320
H (0.6054, 1.8977, 5.1969)  0.337
H (1.2156, 2.7561, 2.3065)  0.278
H (1.0704, 3.8542, 3.6662)  0.318
H (-0.9892, 3.8805, 2.3654)  0.313
H (-1.3136, 3.2193, 3.9656)  0.367
C (4.3390, -3.5264, 4.8388)  -1.328
C (3.5815, -2.7524, 3.7698)  -0.270
C (3.3697, -1.2872, 4.1557)  -0.286
C (2.5828, -1.0934, 5.3738)  0.273
N (1.9597, -0.9229, 6.3252)  -0.543
H (3.7782, -3.5666, 5.7750)  0.345
H (4.5171, -4.5506, 4.5109)  0.377
H (5.3097, -3.0696, 5.0494)  0.310
H (2.6223, -3.2228, 3.5562)  0.313
H (4.1210, -2.7564, 2.8238)  0.307
H (2.8630, -0.7471, 3.3529)  0.210
H (4.3388, -0.8060, 4.3172)  0.320
C (-6.7986, 3.7676, 2.1744)  -1.151
C (-7.0215, 2.4657, 1.4188)  -0.458
C (-5.7204, 1.8681, 0.8731)  -0.173
C (-5.0497, 2.7597, -0.0726)  0.177
N (-4.5332, 3.4657, -0.8183)  -0.539
H (-6.3774, 4.5320, 1.5197)  0.334
H (-7.7364, 4.1491, 2.5781)  0.348
H (-6.1089, 3.6230, 3.0085)  0.289
H (-7.7130, 2.6246, 0.5887)  0.295
H (-7.4775, 1.7210, 2.0732)  0.335
H (-5.9080, 0.9241, 0.3574)  0.330
H (-5.0215, 1.6585, 1.6861)  0.279

For the relative energy (zero: lowest compared OMol25 entry of this formula, charge and spin), the calculation gives 0.0 kcal per mole. The electronic energy comes out at -116896.9722 eV. Its LUMO energy is 2.1 eV. The calculation puts the max |F| at 0.0158 Eh/bohr. The total charge is -1.

C35H33ClN4S2Si2V | wB97M-V/def2-TZVPD

Last column: Mulliken charge in e.
Element x y z (Å)
C (1.7631, -0.3670, -0.2771)  -0.410
C (0.9309, -1.5240, -0.1056)  -0.987
C (0.1824, -1.7048, -1.3145)  -0.584
H (0.9428, -2.2006, 0.7447)  0.612
C (0.5484, -0.6632, -2.2268)  -0.580
C (1.5253, 0.1610, -1.5853)  -0.571
H (2.0512, 0.9966, -2.0436)  0.467
H (2.4841, 0.0124, 0.4454)  0.417
H (-0.4741, -2.5354, -1.5424)  0.995
H (0.2190, -0.5813, -3.2596)  0.670
V (-0.2288, 0.1328, -0.4909)  0.184
Si (-5.5698, -3.6079, -2.7510)  0.963
C (-7.0988, -3.8581, -1.7278)  0.229
C (-8.1214, -2.9168, -1.9147)  -0.227
H (-8.0068, -2.1339, -2.6686)  0.340
C (-9.2570, -2.9464, -1.1054)  -0.705
H (-10.0327, -2.1926, -1.2505)  0.374
C (-9.3863, -3.9379, -0.1253)  -0.411
H (-10.2860, -3.9733, 0.4902)  0.375
C (-8.3659, -4.8789, 0.0678)  -0.586
H (-8.4678, -5.6452, 0.8417)  0.371
C (-7.2183, -4.8397, -0.7322)  -0.308
H (-6.4023, -5.5483, -0.5784)  0.347
C (-6.0620, -3.1946, -4.5076)  0.492
C (-6.7682, -4.1318, -5.2834)  -0.520
H (-7.0092, -5.1126, -4.8645)  0.330
C (-7.1960, -3.7914, -6.5732)  -0.633
H (-7.7697, -4.5088, -7.1640)  0.374
C (-6.9137, -2.5236, -7.0979)  -0.421
H (-7.2445, -2.2535, -8.1005)  0.362
C (-6.2260, -1.5837, -6.3256)  -0.817
H (-6.0232, -0.5803, -6.7046)  0.380
C (-5.8185, -1.9171, -5.0345)  0.162
H (-5.3276, -1.1600, -4.4180)  0.076
H (-4.7909, -4.8594, -2.6786)  -0.309
Si (-4.5930, -1.6295, -1.8361)  -0.478
C (-3.0944, -1.9033, -2.9900)  1.570
C (-2.5059, -3.1757, -3.1450)  -0.868
H (-2.7268, -3.9902, -2.4447)  0.381
C (-1.7050, -3.4561, -4.2597)  -0.980
H (-1.3525, -4.4783, -4.4027)  0.444
C (-1.3900, -2.4534, -5.1708)  -0.535
H (-0.8139, -2.6858, -6.0633)  0.396
C (-1.8312, -1.1470, -4.9363)  -0.878
H (-1.5462, -0.3411, -5.6122)  0.428
C (-2.6714, -0.8724, -3.8548)  -0.439
H (-3.0454, 0.1446, -3.6988)  0.366
C (-4.1778, -2.2748, -0.1201)  0.622
C (-2.9677, -2.9481, 0.0902)  0.691
H (-2.1714, -2.8887, -0.6558)  -0.171
C (-2.7853, -3.7542, 1.2130)  -0.795
H (-1.8820, -4.3653, 1.2988)  0.357
C (-3.7792, -3.8050, 2.1925)  -0.433
H (-3.6666, -4.4811, 3.0390)  0.447
C (-4.9254, -3.0162, 2.0618)  -0.609
H (-5.6831, -3.0204, 2.8463)  0.436
C (-5.1221, -2.2346, 0.9219)  -0.657
H (-6.0216, -1.6213, 0.8106)  0.353
H (-5.0270, -0.2256, -1.7638)  -0.130
Cl (-2.5667, 0.5309, -0.7609)  -0.538
N (-1.0311, -1.3487, 2.6301)  -0.231
C (-0.6260, -0.0711, 2.6806)  0.304
N (-0.3477, 0.6681, 1.6050)  0.478
C (-0.0881, 2.0036, 1.9339)  -0.190
C (-0.1788, 2.2546, 3.2912)  -0.417
S (-0.5257, 0.8183, 4.1879)  -0.244
C (0.0499, 2.8934, 0.8196)  -0.228
C (0.0273, 4.2767, 0.7606)  -0.472
S (-0.0360, 4.8445, -0.8735)  -0.232
C (-0.0728, 3.1845, -1.4216)  0.347
N (-0.0002, 2.2867, -0.4393)  0.514
N (-0.3033, 2.8849, -2.7090)  -0.319
H (-1.2260, -1.8167, 3.5087)  0.254
H (-1.2928, -1.8000, 1.7543)  -0.124
H (-0.0300, 3.2412, 3.7058)  0.426
H (0.0302, 4.9028, 1.6420)  0.395
H (-0.3425, 3.6570, -3.3593)  0.202
H (-0.5190, 1.9374, -3.0086)  0.103

The electronic energy comes out at -118428.5335 eV. Its LUMO energy (spin up / spin down) is 0.3 / 0.3 eV. The calculation puts the max |F| at 0.1156 Eh/bohr. The total charge is 0. As for the spin multiplicity: 4.

Which value of total charge does entry 4 give? 0

Among the records above, which one has the lowest electronic energy? C28H31BGeN7V

The highest electronic energy belongs to which entry? C2H7NO